Arrangement A

2 unconnected molecules or ions with the total composition C3H12N4O. Source: the Open Molecules 2025 dataset; level of theory: wB97M-V/def2-TZVPD.

ORCA input file:
```
! wB97M-V def2-TZVPD RIJCOSX def2/J DEFGRID3
* xyz 0 1
O 1.1934 0.8160 0.5350
N -1.3290 -1.3260 0.0191
N -2.3452 -0.5644 0.6011
N -0.8487 1.7023 0.3584
N 0.4197 1.4357 -1.6277
C -0.5273 -1.9352 1.0739
C 2.2714 0.0974 -0.0307
C 0.1766 1.2258 -0.2677
H -3.0767 -0.4621 -0.1018
H -0.6743 -0.6661 -0.5159
H -1.9361 0.5134 0.6868
H -0.0826 -1.1894 1.7452
H 2.8166 -0.3242 0.8084
H 1.2908 1.1414 -2.0392
H -1.1747 -2.6015 1.6420
H 0.1381 2.3431 -1.9747
H 0.2714 -2.5163 0.6117
H -1.4491 2.2582 -0.2430
H 2.9398 0.7610 -0.5938
H 1.9257 -0.7091 -0.6872
*
```

## Properties
Structure (SMILES): [H]/N=C(\N)OC.CNN
Kohn-Sham gap in eV: 8.8
LUMO level in eV: 0.491

Atom charges from the Löwdin analysis, given in e for atoms 1 to 2:
1. O -0.073
2. N -0.229

=====

Arrangement B

2 unconnected molecules or ions with the total composition C3H12N4O. Source: the Open Molecules 2025 dataset; level of theory: wB97M-V/def2-TZVPD.

ORCA input file:
```
! wB97M-V def2-TZVPD RIJCOSX def2/J DEFGRID3
* xyz 0 1
O 1.3235 -1.9325 0.0016
N -1.4709 0.6869 -2.4680
N 1.9242 -0.5445 1.7993
N -2.3796 -0.5200 -0.5285
N -0.9251 1.3305 -0.1670
C 0.8590 -1.4492 1.1453
C 2.0708 0.6592 0.9397
C -1.1900 0.2838 -1.0587
H -1.2478 1.7248 -2.3877
H -2.5079 0.5874 -2.6404
H -2.5794 0.0471 0.3403
H -0.0723 -0.7906 1.0946
H -0.3153 -0.4263 -1.0325
H 2.9183 1.2673 1.2392
H -2.1359 -1.4262 -0.2404
H 0.6549 -2.2508 1.8906
H -1.1177 2.2628 -0.5718
H 2.2403 0.3707 -0.1428
H 1.1166 1.1907 0.9910
H 2.8345 -1.0710 1.7961
*
```

## Properties
Kohn-Sham gap in eV: 4.1
LUMO level in eV: -4.048

Atom charges from the Löwdin analysis, given in e for atoms 1 to 2:
1. O -0.071
2. N 0.022

=====

arrangement A comes first in stability; the runner-up is 0.1891 hartree higher.

=====

Arrangement A

A gas-phase ion, C2H4NO (charge +1). Source: the Open Molecules 2025 dataset; level of theory: wB97M-V/def2-TZVPD.

ORCA input file:
```
! wB97M-V def2-TZVPD RIJCOSX def2/J DEFGRID3
* xyz 1 1
O -0.9283 -2.3283 -0.4416
N -0.3836 -1.3343 -0.2019
C -0.1123 -0.3255 0.6674
C -0.0394 0.0295 -0.8133
H -0.9631 -0.1092 1.2333
H 1.0019 0.1911 -1.0489
H 0.8790 -0.4116 1.3428
H -0.8259 0.4072 -1.3437
*
```

## Properties
Structure (SMILES): O=[N+]1CC1
Kohn-Sham gap in eV: 9.6
LUMO level in eV: -7.726

Atom charges from the Löwdin analysis, given in e for atoms 1 to 2:
1. O 0.333
2. N -0.099

=====

Arrangement B

A gas-phase ion, C2H4NO (charge +1). Source: the Open Molecules 2025 dataset; level of theory: wB97M-V/def2-TZVPD.

ORCA input file:
```
! wB97M-V def2-TZVPD RIJCOSX def2/J DEFGRID3
* xyz 1 1
O -2.4651 -0.7416 0.3606
N -1.3214 -0.4936 0.2547
C -0.2901 0.2641 -0.6750
C -0.0556 -0.3392 0.6832
H 0.6579 -1.3226 0.6992
H 0.0074 0.0848 1.7220
H -0.4879 1.2849 -1.0408
H 0.1244 -0.3196 -1.5065
*
```

## Properties
Structure (SMILES): O=[N+]1CC1
Kohn-Sham gap in eV: 9.4
LUMO level in eV: -7.741

Atom charges from the Löwdin analysis, given in e for atoms 1 to 2:
1. O 0.317
2. N -0.083

=====

arrangement A comes first in stability; the runner-up is 0.0082 hartree higher.

=====

Arrangement A

A single C2HNO3S molecule. Source: the Open Molecules 2025 dataset; level of theory: wB97M-V/def2-TZVPD.

ORCA input file:
```
! wB97M-V def2-TZVPD RIJCOSX def2/J DEFGRID3
* xyz 0 1
S -2.2836 0.9460 0.1906
O -3.5094 0.3039 -0.1869
O -1.1001 -0.3068 -0.1007
O 2.2397 -1.6587 -0.1513
N 1.2317 0.5645 0.3859
C 1.3699 -0.8845 -0.0108
C 0.1827 -0.2739 0.0169
H 1.8690 1.3094 -0.1436
*
```

## Properties
Kohn-Sham gap (alpha / beta) in eV: 8.9 / 5.9
LUMO level (alpha / beta) in eV: -0.589 / -1.781

Atom charges from the Löwdin analysis, given in e for atoms 1 to 2:
1. S 0.993
2. O -0.506

=====

Arrangement B

A single C2HNO3S molecule. Source: the Open Molecules 2025 dataset; level of theory: wB97M-V/def2-TZVPD.

ORCA input file:
```
! wB97M-V def2-TZVPD RIJCOSX def2/J DEFGRID3
* xyz 0 1
S -1.0534 0.8145 -0.5519
O 0.4745 -0.6176 1.0183
O -0.7821 2.1127 -1.1285
O 0.9305 1.5835 1.1776
N -0.2232 -0.8440 -1.1191
C 0.2217 0.7556 0.7412
C 0.1608 -1.3645 -0.0679
H 0.2711 -2.4403 -0.0697
*
```

## Properties
Kohn-Sham gap in eV: 10.0
LUMO level in eV: -0.602

Atom charges from the Löwdin analysis, given in e for atoms 1 to 2:
1. S 1.054
2. O 0.015

=====

arrangement B comes first in stability; the runner-up is 0.0961 hartree higher.

=====

Arrangement A

A single C4H5NOS2 molecule. Source: the Open Molecules 2025 dataset; level of theory: wB97M-V/def2-TZVPD.

ORCA input file:
```
! wB97M-V def2-TZVPD RIJCOSX def2/J DEFGRID3
* xyz 0 1
S -1.2893 -1.6844 -0.0651
S -0.8442 0.3824 -2.6380
O 1.3618 0.1770 1.8678
N 0.9039 0.9722 0.9801
C 0.0866 -1.0738 0.1419
C 1.6056 1.0707 3.0865
C 0.3391 0.3216 -0.0726
C -0.1855 1.0411 -1.2828
H -0.2982 2.2334 -1.1066
H 0.9437 -1.4374 1.0136
H 2.6383 1.5168 2.9979
H 1.7369 0.3923 3.9814
H 0.8179 1.7473 3.3217
*
```

## Properties
Structure (SMILES): CON=C(C=S)C=S
Kohn-Sham gap in eV: 7.0
LUMO level in eV: -1.079

Atom charges from the Löwdin analysis, given in e for atoms 1 to 2:
1. S 0.784
2. S 0.647

=====

Arrangement B

A molecular structure, C4H5NOS2. Source: the Open Molecules 2025 dataset; level of theory: wB97M-V/def2-TZVPD.

ORCA input file:
```
! wB97M-V def2-TZVPD RIJCOSX def2/J DEFGRID3
* xyz 0 1
S -0.9663 -1.3532 -0.1801
S 2.7212 0.2533 -0.0338
O -2.2045 0.9839 -0.2124
N 1.4800 -0.9141 0.2330
C -1.1672 1.6402 -0.1107
C -2.4018 -0.3657 0.2143
C 0.4083 -0.2181 0.1995
C 0.0921 1.1802 0.1497
H -3.2204 -1.0770 -0.2745
H -1.1961 2.8560 -0.0736
H -2.7560 -0.4651 1.5563
H 3.9101 -0.5198 -0.6701
H 0.8727 1.9127 0.2363
*
```

## Properties
Kohn-Sham gap in eV: 8.5
LUMO level in eV: 0.235

Atom charges from the Löwdin analysis, given in e for atoms 1 to 2:
1. S 0.943
2. S 0.655

=====

arrangement B comes first in stability; the runner-up is 0.0379 hartree higher.

=====

Arrangement A

12 unconnected molecules or ions with the total composition C6H33NO11. Source: the Open Molecules 2025 dataset; level of theory: wB97M-V/def2-TZVPD.

ORCA input file:
```
! wB97M-V def2-TZVPD RIJCOSX def2/J DEFGRID3
* xyz 0 1
O 1.1821 3.8117 2.6669
O 1.4280 -3.6206 -2.5569
O -1.8789 -3.6445 1.0282
O -3.0244 -1.1058 1.8687
O 1.8873 0.7055 -3.3434
O -1.6300 0.3820 3.6044
O 0.7004 -4.7901 0.5200
O 1.3333 2.9775 -2.1352
O 0.3086 -1.3885 -4.0184
O -1.2601 2.7335 2.5205
O 1.8639 4.3739 0.0632
N -0.9534 2.4347 -0.2796
C -0.7229 0.0617 -0.4291
C -0.4895 1.2104 0.2184
C 0.0636 -1.2037 -0.1048
C 0.8417 -1.1702 1.1659
C 2.1477 -1.3623 1.3093
C -1.8437 -0.1272 -1.4072
H 1.9987 1.3192 -2.5874
H 2.7834 4.4218 0.3837
H 1.7207 3.1096 3.0617
H 0.3297 3.3853 2.4637
H -2.7026 -0.5843 1.1315
H 0.2152 -1.0947 2.0549
H 1.4078 -4.2639 -3.2702
H 0.9339 3.2377 -1.2834
H 1.3163 1.1432 -3.9816
H -2.7782 0.4226 -1.2422
H -1.5376 0.2293 -2.4031
H 1.1985 -1.2952 -4.3732
H -1.8498 3.4410 2.8534
H 1.3466 -2.7405 -2.9506
H -2.0880 -0.3195 3.1036
H -1.1508 -4.0943 0.5921
H 2.7429 -1.4821 0.4217
H 1.8625 3.7700 -2.3028
H -2.6788 -4.1802 1.1346
H -1.3300 3.0289 0.4551
H -1.6045 1.9206 2.9599
H -0.7166 0.2203 3.8041
H -1.5499 2.4686 -1.0998
H 1.0368 -3.8916 0.6569
H -0.6685 -2.0018 -0.0370
H 2.6025 -1.4143 2.2957
H 1.2134 -5.0855 -0.2347
H 0.7324 -1.4602 -0.9318
H -2.1037 -1.1839 -1.5102
H 0.2747 1.3144 0.9452
H 0.4245 -0.8119 -3.2458
H 1.4861 4.1765 0.9495
H -2.8212 -1.9830 1.4956
*
```

## Properties
Structure (SMILES): C=CC/C(C)=C/N.O.O.O.O.O.O.O.O.O.O.O
Kohn-Sham gap in eV: 8.4
LUMO level in eV: 0.342

Atom charges from the Löwdin analysis, given in e for atoms 1 to 2:
1. O -0.067
2. O -0.066

=====

Arrangement B

12 unconnected molecules or ions with the total composition C6H33NO11. Source: the Open Molecules 2025 dataset; level of theory: wB97M-V/def2-TZVPD.

ORCA input file:
```
! wB97M-V def2-TZVPD RIJCOSX def2/J DEFGRID3
* xyz 0 1
O -1.6069 -3.7881 1.4705
O 1.1566 -2.9162 -1.6844
O -2.9900 -1.4381 1.7265
O 3.4386 3.4660 -0.3380
O -3.2435 -0.3728 -0.7335
O -1.4462 -2.6611 -2.9289
O 3.1322 -1.2317 2.4472
O -2.4793 2.4423 2.1224
O 0.1671 3.2778 2.8038
O 3.9768 0.1137 -1.1341
O -3.0906 -0.4128 -3.2638
N -0.1731 -0.5503 0.7009
C -0.0449 -0.3079 -0.7835
C 0.4242 1.0960 -1.0933
C 0.2337 0.3798 1.6718
C 0.1665 -0.0161 2.9467
C 1.3493 1.4004 -1.9702
C 1.6817 2.8188 -2.3984
H -3.2799 0.2925 -0.0216
H -1.5697 2.7653 1.9990
H 3.0705 0.2354 -0.8016
H 0.8743 3.1676 2.1653
H -3.6045 -0.5583 -2.4129
H -1.0875 -0.4405 -1.0604
H 1.8279 3.4645 -1.5482
H -1.8888 -1.8436 -3.2365
H 0.8033 3.1649 -3.0046
H -2.8229 0.4807 -3.0214
H -1.9959 -3.9639 0.6030
H -1.8604 -3.3980 -3.3814
H 3.7124 -2.0008 2.4406
H 3.8748 2.5931 -0.2853
H -0.2767 1.7334 -0.5891
H 2.9131 3.2324 0.4452
H 0.0680 -1.0697 3.1730
H 1.8392 0.6578 -2.6241
H -2.3095 1.9804 2.9560
H -2.2915 -0.7815 1.8343
H 2.5821 3.0340 -2.9730
H 0.1056 0.6994 3.7627
H 0.1051 -1.4951 0.9175
H 0.5232 3.5961 3.6330
H 1.2076 -3.8729 -1.7639
H 0.2579 -2.6016 -1.8660
H -2.7297 -2.2984 2.0721
H -0.8548 -4.3825 1.5656
H 0.3305 1.3766 1.3028
H 3.1570 -0.9975 3.3921
H 3.8951 -0.8401 -1.2816
H 0.7104 -1.0497 -1.1172
H -3.2304 -1.2207 -0.2578
*
```

## Properties
Structure (SMILES): C=CNC/C=C/C.O.O.O.O.O.O.O.O.O.O.O
Kohn-Sham gap in eV: 7.9
LUMO level in eV: 0.064

Atom charges from the Löwdin analysis, given in e for atoms 1 to 2:
1. O -0.050
2. O -0.083

=====

arrangement A comes first in stability; the runner-up is 0.0919 hartree higher.

=====

Arrangement A

A single C2H5F2N3 molecule. Source: the Open Molecules 2025 dataset; level of theory: wB97M-V/def2-TZVPD.

ORCA input file:
```
! wB97M-V def2-TZVPD RIJCOSX def2/J DEFGRID3
* xyz 0 1
F 1.5644 -0.9551 -0.7896
F 1.7038 0.1326 1.0751
N -2.4457 -0.5651 0.1853
N -1.0194 -0.5936 0.2390
N -0.7332 1.6910 -0.3175
C 1.2659 0.2465 -0.2057
C -0.2793 0.5024 -0.1567
H -0.5258 -1.4825 0.0277
H -2.7041 -0.6923 -0.7599
H 1.8251 0.9806 -0.7931
H -1.7522 1.7028 -0.3335
H -2.7889 -1.3251 0.7161
*
```

## Properties
Structure (SMILES): [H]/N=C(\NN)C(F)F
Kohn-Sham gap in eV: 10.2
LUMO level in eV: 0.802

Atom charges from the Löwdin analysis, given in e for atoms 1 to 2:
1. F 0.030
2. F 0.062

=====

Arrangement B

A single C2H5F2N3 molecule. Source: the Open Molecules 2025 dataset; level of theory: wB97M-V/def2-TZVPD.

ORCA input file:
```
! wB97M-V def2-TZVPD RIJCOSX def2/J DEFGRID3
* xyz 0 1
F 2.1913 0.2817 1.0840
F 2.0176 -1.0419 -0.6609
N -0.0786 1.7696 -0.3883
N -2.0186 -0.4061 0.2733
N -0.5581 -0.5028 -0.0259
C 0.2837 0.5628 -0.2894
C 1.7780 0.1880 -0.1280
H -1.0599 1.5833 -0.3561
H 2.3151 0.8801 -0.8222
H -2.5470 -1.0937 -0.2546
H -2.0240 -0.7434 1.3911
H -0.2995 -1.4777 0.1770
*
```

## Properties
Structure (SMILES): [H]/N=C(\NN)C(F)F
Kohn-Sham gap in eV: 10.1
LUMO level in eV: 0.609

Atom charges from the Löwdin analysis, given in e for atoms 1 to 2:
1. F 0.146
2. F 0.045

=====

arrangement A comes first in stability; the runner-up is 0.0358 hartree higher.